Molecular formula: C20H48N8O28
Method: DFT, ωB97M-V/def2-TZVPD

Properties
SMILES: C[N+](=O)[O-].C[N+](=O)[O-].C[N+](=O)[O-].C[N+](=O)[O-].C[N+](=O)[O-].C[N+](=O)[O-].C[N+](=O)[O-].C[N+](=O)[O-].COC(=O)OC.COC(=O)OC.COC(=O)OC.COC(=O)OC
HOMO energy: -10.50 eV
Energy above the lowest of the compared OMol25 structures with the same formula, charge and spin: 0.552 eV
Orbital gap: 9.92 eV
M: 848.63 Da
E_tot: -3334.774206 hartree
LUMO: -0.5834 eV

Last columns: bonded neighbours and bond lengths (Å).
Geometry (Å):
1 C -3.48 3.15 -7.39  O2 1.434, H7 1.090, H8 1.090, H9 1.090
2 O -3.33 2.27 -6.27  C1 1.434, C3 1.391
3 C -3.14 2.64 -4.94  O2 1.391, O4 1.199, O5 1.342
4 O -2.99 1.83 -4.08  C3 1.199
5 O -3.12 3.98 -4.84  C3 1.342, C6 1.464
6 C -3.08 4.59 -3.51  O5 1.464, H10 1.090, H11 1.090, H12 1.090
7 H -4.03 2.63 -8.17  C1 1.090
8 H -2.50 3.35 -7.82  C1 1.090
9 H -3.98 4.08 -7.08  C1 1.090
10 H -2.09 4.87 -3.17  C6 1.090
11 H -3.42 3.87 -2.76  C6 1.090
12 H -3.78 5.42 -3.37  C6 1.090
13 C 0.93 -1.85 0.48  O14 1.409, H19 1.090, H20 1.090, H21 1.090
14 O 0.17 -1.12 -0.46  C13 1.409, C15 1.348
15 C -0.14 0.17 -0.22  O14 1.348, O16 1.233, O17 1.342
16 O 0.24 0.87 0.73  C15 1.233
17 O -1.00 0.53 -1.18  C15 1.342, C18 1.386
18 C -1.69 1.72 -1.33  O17 1.386, H22 1.090, H23 1.090, H24 1.090
19 H 1.81 -1.30 0.81  C13 1.090
20 H 1.41 -2.74 0.06  C13 1.090
21 H 0.25 -2.14 1.28  C13 1.090
22 H -1.26 2.31 -2.13  C18 1.090
23 H -1.90 2.18 -0.36  C18 1.090
24 H -2.68 1.42 -1.67  C18 1.090
25 C -0.53 4.91 1.02  O26 1.393, H31 1.090, H32 1.090, H33 1.090
26 O 0.23 5.64 1.94  C25 1.393, C27 1.387
27 C -0.32 6.83 2.40  O26 1.387, O28 1.238, O29 1.397
28 O -1.37 7.40 2.09  C27 1.238
29 O 0.62 7.46 3.22  C27 1.397, C30 1.419
30 C 0.45 8.79 3.69  O29 1.419, H34 1.090, H35 1.090, H36 1.090
31 H -0.09 3.93 0.83  C25 1.090
32 H -0.59 5.38 0.04  C25 1.090
33 H -1.53 4.75 1.41  C25 1.090
34 H 0.42 9.58 2.94  C30 1.090
35 H 1.19 8.98 4.48  C30 1.090
36 H -0.53 8.99 4.12  C30 1.090
37 C 6.86 -2.77 -0.40  O38 1.426, H43 1.090, H44 1.090, H45 1.090
38 O 6.04 -2.04 -1.31  C37 1.426, C39 1.334
39 C 4.86 -1.53 -0.94  O38 1.334, O40 1.268, O41 1.394
40 O 4.24 -1.76 0.14  C39 1.268
41 O 4.42 -0.79 -2.04  C39 1.394, C42 1.423
42 C 3.13 -0.19 -2.08  O41 1.423, H46 1.090, H47 1.090, H48 1.090
43 H 7.05 -3.79 -0.75  C37 1.090
44 H 6.52 -2.80 0.64  C37 1.090
45 H 7.87 -2.36 -0.43  C37 1.090
46 H 3.00 0.74 -1.53  C42 1.090
47 H 2.29 -0.85 -1.85  C42 1.090
48 H 3.00 -0.08 -3.15  C42 1.090
49 C -2.92 -0.06 2.63  N50 1.459, H53 1.090, H54 1.090, H55 1.090
50 N -2.54 0.71 3.80  C49 1.459, O51 1.205, O52 1.218
51 O -2.40 0.11 4.83  N50 1.205
52 O -2.46 1.92 3.67  N50 1.218
53 H -3.70 0.55 2.16  C49 1.090
54 H -3.24 -1.05 2.96  C49 1.090
55 H -2.11 -0.18 1.91  C49 1.090
56 C -0.62 -5.58 1.31  N57 1.475, H60 1.090, H61 1.090, H62 1.090
57 N -1.25 -5.37 -0.01  C56 1.475, O58 1.217, O59 1.275
58 O -2.41 -5.69 -0.12  N57 1.217
59 O -0.51 -4.77 -0.86  N57 1.275
60 H 0.45 -5.38 1.23  C56 1.090
61 H -0.79 -6.60 1.63  C56 1.090
62 H -0.96 -4.91 2.10  C56 1.090
63 C -6.42 0.61 -3.30  N64 1.500, H67 1.090, H68 1.090, H69 1.090
64 N -5.60 1.17 -2.17  C63 1.500, O65 1.262, O66 1.234
65 O -5.55 2.42 -2.08  N64 1.262
66 O -5.14 0.40 -1.32  N64 1.234
67 H -7.16 1.28 -3.73  C63 1.090
68 H -6.92 -0.28 -2.90  C63 1.090
69 H -5.80 0.28 -4.13  C63 1.090
70 C 3.12 -4.57 -2.03  N71 1.467, H74 1.090, H75 1.090, H76 1.090
71 N 4.32 -4.77 -2.85  C70 1.467, O72 1.203, O73 1.254
72 O 4.99 -5.75 -2.62  N71 1.203
73 O 4.56 -3.99 -3.79  N71 1.254
74 H 3.37 -3.80 -1.30  C70 1.090
75 H 3.00 -5.55 -1.57  C70 1.090
76 H 2.23 -4.37 -2.63  C70 1.090
77 C 0.47 -2.44 4.40  N78 1.464, H81 1.090, H82 1.090, H83 1.090
78 N 0.90 -1.09 4.02  C77 1.464, O79 1.209, O80 1.243
79 O 2.00 -0.70 4.31  N78 1.209
80 O 0.07 -0.45 3.34  N78 1.243
81 H -0.22 -2.28 5.23  C77 1.090
82 H 1.33 -3.03 4.71  C77 1.090
83 H 0.05 -2.98 3.55  C77 1.090
84 C 4.07 -3.04 3.47  N85 1.499, H88 1.090, H89 1.090, H90 1.090
85 N 3.24 -4.17 2.94  C84 1.499, O86 1.236, O87 1.191
86 O 2.31 -3.89 2.18  N85 1.236
87 O 3.56 -5.29 3.22  N85 1.191
88 H 4.06 -3.03 4.56  C84 1.090
89 H 3.87 -2.03 3.14  C84 1.090
90 H 5.08 -3.36 3.22  C84 1.090
91 C -3.09 -2.00 -0.67  N92 1.491, H95 1.090, H96 1.090, H97 1.090
92 N -4.35 -2.77 -0.82  C91 1.491, O93 1.244, O94 1.240
93 O -4.57 -3.36 -1.90  N92 1.244
94 O -5.24 -2.62 0.03  N92 1.240
95 H -3.25 -0.95 -0.91  C91 1.090
96 H -2.34 -2.36 -1.37  C91 1.090
97 H -2.77 -1.99 0.38  C91 1.090
98 C 3.54 0.94 1.77  N99 1.516, H102 1.090, H103 1.090, H104 1.090
99 N 3.00 2.04 2.66  C98 1.516, O100 1.235, O101 1.211
100 O 2.12 2.79 2.22  N99 1.235
101 O 3.41 1.99 3.80  N99 1.211
102 H 4.46 0.43 2.07  C98 1.090
103 H 3.53 1.47 0.82  C98 1.090
104 H 2.76 0.20 1.67  C98 1.090